62
Properties=species:S:1:pos:R:3:forces:R:3 method="wB97M-V/def2-TZVPD" homo_lumo_gap_ev=4.8 e_lumo_ha=-0.201 charge=+1
H -2.437 1.814 1.092 0.053 -0.089 0.088
H -1.982 -0.304 1.375 0.165 0.165 0.205
H 4.021 -1.680 3.754 0.230 -0.054 0.094
C -1.863 -2.079 -1.833 -0.067 1.016 -0.238
H 0.261 0.573 -3.218 -0.101 -0.205 0.003
H 4.511 -0.409 2.614 0.161 -0.012 0.145
C -3.506 2.008 0.960 0.230 0.076 -0.382
C 2.748 -0.568 -2.030 0.280 0.059 0.636
C -0.327 -1.912 -1.753 -0.721 -0.697 0.435
C 1.540 0.194 1.018 -0.020 -0.811 0.443
C -0.300 1.686 -1.459 1.752 -2.074 -1.211
O 4.596 1.055 -2.217 0.058 0.241 0.280
N 2.713 2.197 -4.281 -0.824 0.196 0.093
C 0.750 1.180 -2.460 -0.345 0.292 0.902
H -2.148 -0.205 -0.694 0.128 0.025 -0.170
C 0.780 -0.050 -0.330 1.106 1.126 0.447
C 0.217 -1.448 -0.387 0.159 0.063 -0.810
H 3.085 -0.208 3.610 -0.231 0.072 0.066
O -0.208 1.023 -0.311 -0.637 -0.612 0.690
H 2.572 0.500 0.851 0.046 0.069 -0.203
H -3.602 2.508 0.004 -0.048 0.163 -0.084
H -3.834 0.458 2.917 -0.496 0.229 -0.162
H -2.152 -1.844 -2.857 0.017 -0.178 -0.187
O 1.538 -0.926 1.891 -0.062 -0.028 -0.372
H -3.820 1.543 5.529 0.026 -0.016 -0.098
H -2.540 -1.577 2.455 -0.156 0.123 0.240
H -3.856 2.691 1.747 -0.129 -0.084 0.104
H 2.627 -1.545 -1.561 -0.271 -0.227 -0.235
H -2.599 -2.734 0.496 -0.181 -0.322 0.040
H -4.212 -2.006 0.318 -0.180 -0.259 0.124
C 1.677 0.411 -1.502 1.042 0.393 -0.621
H 3.304 -1.559 0.988 0.016 0.074 -0.165
H 2.744 -0.677 -3.109 -0.199 0.031 -0.124
C -2.667 -1.128 -0.930 -0.918 -0.803 0.152
H -3.577 -0.856 -1.459 0.035 0.291 -0.182
H 2.459 2.328 -5.258 0.445 -0.136 -0.061
H 0.108 -2.889 -1.945 0.144 -0.070 -0.186
H 2.644 -2.634 2.185 -0.361 -0.118 0.052
O -3.037 1.704 4.958 0.085 0.121 0.244
H 0.368 2.951 -4.317 -0.345 0.107 0.647
H 1.046 1.012 1.538 -0.152 0.101 -0.034
H -0.483 -1.584 0.428 -0.190 -0.054 0.051
H -0.019 -1.288 -2.583 0.222 0.185 0.110
C -4.045 -0.053 1.961 1.164 -0.550 -0.467
C 2.802 -1.586 1.954 0.059 0.412 0.706
C -2.835 -0.931 1.625 -0.640 -0.510 -0.325
H -2.203 -3.097 -1.664 0.198 -0.163 0.141
O -4.269 0.831 0.884 -0.344 0.329 0.620
H -4.916 -0.696 2.020 -0.270 0.097 0.345
C -3.150 -1.805 0.388 1.273 0.822 -0.055
C 4.163 -0.133 -1.601 -0.160 0.015 -0.328
H 4.212 -0.042 -0.513 0.007 -0.061 0.172
H 4.883 -0.891 -1.896 -0.003 -0.253 -0.011
C 3.664 -0.934 3.053 0.174 -0.187 -0.579
H 4.390 1.808 -1.652 0.054 -0.032 -0.230
H 1.054 -2.097 -0.150 0.134 -0.028 0.209
H -2.904 2.662 4.786 -0.027 -0.081 -0.082
P 1.420 2.573 -3.458 1.314 -0.326 -1.015
H 1.636 3.659 -2.571 -0.454 -0.297 0.242
H 2.284 1.209 -1.059 -0.147 0.200 0.127
H -2.227 1.287 5.327 -0.056 -0.001 -0.082
O -1.097 2.514 -1.669 -2.043 2.250 -0.156

=====

63
Properties=species:S:1:pos:R:3:forces:R:3 method="wB97M-V/def2-TZVPD" homo_lumo_gap_ev=5.7 e_lumo_ha=0.083 charge=-1
H -1.177 2.408 -2.732 2.128 0.402 0.878
H -1.135 0.571 -1.530 0.409 0.398 2.715
H -3.762 -6.026 -0.117 -0.104 -0.058 -0.127
C -5.258 -7.489 -0.737 0.523 -0.500 -0.078
O -8.183 -5.682 -0.468 1.683 -1.114 -0.339
P -0.087 2.590 -0.345 0.404 0.623 -1.610
C 1.627 1.752 -0.379 2.856 -0.734 1.010
H 0.240 0.164 1.448 -1.258 -0.690 -1.880
H 4.660 7.809 3.672 -0.129 -0.045 -0.064
H -4.514 -5.721 -1.691 0.012 -0.084 0.165
H 1.879 1.438 0.744 -0.323 0.500 -2.078
P 0.035 -1.739 -0.362 1.937 -0.118 -3.301
H 3.414 6.644 4.150 0.088 0.079 -0.135
C -4.699 -6.091 -0.676 0.889 0.317 -0.098
C -5.829 -5.311 -0.052 0.397 0.274 -0.232
H -5.096 -8.042 0.195 -0.029 0.024 -0.056
C -1.818 -3.070 -1.759 -1.255 -0.929 -1.568
H 4.500 -1.701 1.662 -1.681 -1.570 -0.570
H -0.136 2.620 1.116 -0.117 -0.251 0.397
C 3.359 7.118 2.062 -0.377 0.486 -0.168
C 2.869 2.769 -0.821 -0.118 -0.687 -0.046
O -1.324 -2.852 -0.390 2.024 1.767 -1.184
C -1.052 0.944 -0.402 -2.030 -1.796 -0.097
C 5.004 5.744 3.034 0.016 0.207 0.581
C -7.031 -6.082 -0.505 -2.079 0.702 0.338
H 3.008 -2.824 2.271 1.754 0.762 -1.862
H 0.575 3.886 -0.327 0.167 0.216 0.043
C 4.196 5.002 2.013 0.415 -2.332 -1.021
C 3.689 -2.493 1.352 -0.941 -0.102 -0.407
O 4.389 3.851 1.658 -0.554 2.175 0.667
H -1.892 -1.036 -2.920 -1.464 -1.791 1.229
H 0.526 1.597 -2.687 -1.075 1.824 0.571
O -6.662 -7.326 -0.931 -0.635 0.493 0.024
O 1.367 -2.618 0.415 -1.663 1.944 -1.411
C 2.617 -1.836 0.252 1.252 0.090 1.563
C -0.075 2.534 -2.293 -0.216 -0.206 -2.498
C 4.113 6.918 3.351 0.107 0.525 0.782
H -2.589 -3.978 -1.693 1.689 1.885 0.208
O 0.538 -1.411 -1.826 -1.848 -1.134 4.552
H 5.185 5.128 3.918 0.214 -0.080 -0.364
H 4.224 -3.442 0.897 -1.128 1.909 0.965
H -5.782 -5.331 1.041 -0.115 0.123 -0.074
C -0.536 -0.206 0.646 -1.444 -0.563 0.638
H -2.174 1.200 -0.089 2.281 -0.516 -0.534
H -0.970 -3.431 -2.508 -1.639 1.027 1.772
C -2.640 -1.811 -2.411 0.353 1.046 -0.567
H 3.913 2.210 -0.685 -2.154 1.246 -0.125
H -1.344 3.317 -0.454 -0.469 0.051 0.345
H 5.948 6.060 2.581 -0.011 -0.168 0.042
H -1.487 -0.569 1.270 2.157 0.483 -1.264
H 3.905 7.751 1.355 -0.030 -0.033 0.022
H 0.386 3.499 -2.772 -0.777 -1.619 0.775
H 3.079 -1.886 -0.823 -1.309 0.197 1.995
H -5.858 -4.283 -0.420 -0.231 -0.116 0.339
H 2.862 3.752 -0.158 -0.015 -2.219 -1.733
H -3.252 -1.168 -1.621 1.269 -1.672 -1.511
H 1.704 0.789 -1.039 -0.231 1.696 1.174
H -4.834 -8.062 -1.567 -0.283 -0.027 0.135
H -3.373 -2.154 -3.288 1.540 0.438 2.054
O 3.227 5.814 1.497 0.352 -0.550 0.170
H 2.390 -0.747 0.616 0.658 -1.869 -1.088
H 2.777 2.991 -1.969 0.063 -0.134 2.187
H 2.368 7.549 2.231 0.093 -0.202 -0.244

=====

68
Properties=species:S:1:pos:R:3:forces:R:3 method="wB97M-V/def2-TZVPD" homo_lumo_gap_ev=7.0 e_lumo_ha=0.052 de_lowest_ev=8.8401 charge=-1
H -1.281 2.648 -0.843 1.238 -1.226 -1.716
B 2.243 -2.066 -3.222 2.739 2.006 -0.282
H 1.845 -1.222 -5.424 1.488 -1.614 1.183
H -0.961 1.626 1.058 1.196 -2.028 0.746
C 0.765 1.597 -1.239 2.755 4.156 -1.526
H -2.057 6.133 8.828 -0.397 -0.151 -0.449
C -0.089 -1.340 -3.419 -2.532 1.993 -5.120
O 0.223 -6.391 0.622 -2.020 5.149 0.188
O 1.707 2.531 -1.395 -5.134 -5.710 1.073
H -3.014 8.147 8.298 -0.007 0.208 -0.169
C 2.481 -2.057 -4.858 -2.252 -0.681 -2.218
H 3.978 -2.658 -1.815 -1.190 -1.108 -1.293
H 0.386 -2.704 -0.273 0.579 -2.036 0.796
H -3.201 1.980 1.597 0.197 -0.350 0.416
H 3.941 -3.745 -3.355 -1.541 1.293 1.629
C 2.340 -4.063 -0.093 -0.238 -1.534 -0.916
H -4.033 4.769 6.038 -0.308 -0.087 -0.307
N 0.995 0.188 -0.693 0.804 2.011 1.061
H 0.609 -2.654 -7.248 1.791 -1.272 0.635
O 0.846 -2.296 -2.808 -5.426 3.170 -2.225
C -0.783 1.999 -1.703 -0.116 -0.865 1.157
H -3.381 7.463 6.693 0.169 -0.058 0.224
H -0.819 2.636 -2.686 0.387 -1.496 1.919
H -4.956 1.366 2.936 -0.162 0.020 0.233
H 1.472 -4.755 -2.206 1.987 1.054 1.134
H 3.213 -5.330 -1.774 -1.599 1.887 0.215
H 2.581 -1.303 -0.413 -0.702 1.642 -1.417
H 2.402 -3.070 -7.786 -1.933 -0.667 1.504
O -2.972 1.491 2.406 -0.064 0.160 -0.390
C -0.394 0.710 1.516 0.761 -0.394 0.797
C -4.008 1.727 3.342 -0.109 0.252 -0.182
C 0.840 -3.581 0.355 1.565 1.786 1.890
S -0.420 -4.990 0.484 -0.676 -3.239 -4.854
H 3.205 -3.323 0.193 -2.112 -1.079 -0.325
Br 4.404 -1.674 -5.387 -0.900 -0.140 0.162
C 1.505 -3.392 -7.076 0.323 -0.654 -0.249
H -1.039 -0.288 1.510 1.212 2.394 -0.177
H -1.684 7.690 7.189 -0.083 0.234 -0.113
C 2.364 -0.346 -1.051 1.911 1.531 -0.691
H 1.200 -3.943 -4.838 1.415 0.913 -1.350
H 1.500 -0.578 1.339 -1.015 1.997 -1.276
H -3.660 6.326 4.399 -0.053 0.250 -0.119
H -4.990 6.783 5.508 -0.071 0.207 -0.193
H -5.357 6.099 3.903 0.093 -0.089 0.148
H 1.842 1.263 1.112 -1.547 -1.570 -0.735
H 0.946 -3.161 1.468 -0.453 -1.053 -2.253
H 2.148 0.322 -3.320 0.831 -1.559 1.675
N -0.848 -0.630 -4.228 6.518 -6.099 7.443
H 2.560 -5.071 0.481 -0.529 2.055 -1.028
H -1.416 0.995 -1.765 1.440 2.260 -0.168
O -2.681 6.128 8.082 0.190 -0.329 0.363
C 3.241 -3.192 -2.561 0.722 -1.660 1.068
H -0.196 0.988 2.660 -0.475 -0.630 -2.481
H 1.117 -4.465 -7.421 0.919 2.253 0.658
O -4.657 4.764 5.293 0.196 -0.161 0.333
H 3.815 -0.392 -2.808 -2.446 -0.155 0.399
C 2.640 -0.537 -2.656 1.173 0.809 0.285
H 2.957 -4.247 -5.464 -2.017 1.631 -0.248
C 2.036 -3.491 -5.528 0.322 -0.104 -0.013
C 2.488 -4.383 -1.719 0.995 -1.111 0.271
H -4.073 2.797 3.552 -0.220 -0.075 0.250
C -4.664 6.070 4.747 0.114 -0.136 0.145
Cl -1.566 -4.586 2.230 0.769 -0.119 -0.767
H -3.781 1.189 4.266 0.048 0.049 -0.188
C 1.065 0.410 0.832 -0.402 -0.110 1.340
O -1.378 -4.825 -0.721 3.141 -0.420 4.541
C -2.688 7.434 7.536 0.156 0.114 0.130
H 3.146 0.475 -0.677 -1.413 -1.714 -0.571

=====

61
Properties=species:S:1:pos:R:3:forces:R:3 method="wB97M-V/def2-TZVPD" homo_lumo_gap_ev=9.4 e_lumo_ha=0.033 smiles=CCN[C@H](N)COC.C1CCOC1.C1CCOC1.C1CCOC1
C 4.536 4.864 1.612 -0.057 -0.002 -0.040
H 1.855 3.327 2.837 -0.006 -0.007 -0.018
C -4.070 2.107 0.275 -0.026 -0.027 0.070
H -3.752 2.820 1.037 -0.006 0.004 -0.005
N 2.003 1.412 0.283 0.100 0.022 -0.086
H -1.345 -0.860 1.057 0.005 0.001 0.005
H -5.712 3.417 -0.237 0.002 0.003 -0.008
C -3.994 2.254 -2.058 0.003 -0.051 -0.010
H 2.827 3.928 -0.499 -0.067 -0.075 -0.005
H -6.237 1.844 0.379 -0.002 0.002 -0.001
O -2.080 -2.382 -1.219 -0.012 -0.010 0.007
H -0.296 -3.297 -1.696 0.002 0.002 -0.001
H -0.961 0.484 -0.032 -0.004 0.000 -0.019
H 1.517 -8.451 -0.802 0.004 0.000 0.001
H 1.637 4.374 1.437 0.032 -0.028 0.005
H -2.364 -0.410 -1.774 -0.002 -0.002 0.006
C 2.655 2.509 0.977 0.093 -0.040 0.067
H 0.638 -7.121 1.058 -0.004 -0.001 -0.003
C 1.926 -7.453 -0.649 -0.031 0.000 -0.002
H -1.252 4.194 1.863 0.013 0.017 -0.023
H -0.190 4.486 0.469 -0.018 -0.028 -0.031
C 4.648 3.880 0.445 0.000 -0.003 0.041
H -1.336 3.138 0.428 0.016 -0.019 0.012
H -4.002 3.267 -2.473 0.004 0.008 0.016
C -0.667 3.708 1.072 0.011 0.024 0.003
C -1.154 -0.587 0.016 -0.021 -0.061 -0.031
C 1.257 -6.404 -1.528 0.024 -0.019 0.003
H -0.760 -3.407 0.002 -0.012 0.002 0.000
H -6.164 2.201 -2.320 -0.001 -0.002 0.001
H 1.525 0.791 0.924 -0.107 0.062 -0.037
H 2.343 -7.267 1.507 -0.002 -0.003 -0.001
H -3.523 1.588 -2.783 -0.008 0.007 -0.009
C -2.320 -1.021 -0.865 0.008 0.104 -0.015
C -0.021 -1.441 -0.553 0.034 0.012 0.060
H -3.289 -0.958 -0.366 0.009 0.004 0.009
H 2.710 0.894 -0.225 -0.017 -0.031 0.026
O 0.289 2.831 1.631 -0.022 -0.083 0.073
C -0.741 -2.744 -0.871 -0.030 -0.011 -0.012
H 5.082 4.391 -0.417 0.039 -0.020 0.009
H 5.523 5.152 1.979 0.006 0.027 -0.037
H 5.347 3.079 0.703 -0.039 0.004 0.062
H 0.193 -6.628 -1.667 -0.004 0.012 0.007
H -3.965 1.097 0.686 -0.002 0.005 0.006
H 0.805 -1.587 0.144 0.010 -0.003 -0.015
C 1.816 -5.395 0.506 -0.037 -0.021 0.026
H 3.408 2.170 1.706 -0.034 -0.071 -0.031
O 1.393 -5.163 -0.836 0.050 0.033 -0.018
H 1.718 -6.304 -2.511 -0.001 -0.014 0.001
H 1.204 -4.784 1.172 0.008 -0.007 0.009
H 2.861 -5.085 0.617 0.002 0.001 -0.016
C 1.659 -6.892 0.747 0.021 0.012 -0.003
H 3.987 4.425 2.447 0.058 -0.007 0.021
O -3.215 2.240 -0.860 0.027 0.031 -0.012
H 4.008 5.771 1.306 -0.009 -0.007 0.026
H 3.000 -7.487 -0.845 0.004 0.005 0.003
H -5.461 0.721 -1.655 0.001 -0.003 0.005
N 3.410 3.264 -0.004 0.042 0.125 -0.110
C -5.487 2.348 -0.228 0.016 -0.023 -0.018
C 1.595 3.332 1.772 -0.050 0.107 0.038
H 0.377 -0.989 -1.463 -0.013 0.024 0.004
C -5.394 1.811 -1.656 0.001 0.017 -0.007